1.
{"formula": "C17H81Cl2IN5O25P2SSi", "method": "ωB97M-V/def2-TZVPD", "gap_ev": 7.8, "spin_multiplicity": 1, "lumo_ev": -3.3, "max_force_ev_per_a": 3.2, "total_charge": 1, "symbols": ["C", "C", "O", "C", "N", "C", "C", "O", "C", "Si", "C", "C", "C", "N", "C", "N", "Cl", "C", "C", "N", "N", "P", "O", "Cl", "C", "P", "S", "C", "C", "C", "C", "I", "H", "H", "H", "H", "H", "H", "H", "H", "H", "H", "H", "H", "H", "H", "H", "H", "H", "H", "H", "H", "H", "H", "H", "H", "H", "H", "H", "H", "H", "H", "H", "H", "H", "H", "H", "H", "H", "O", "H", "H", "O", "H", "H", "O", "H", "H", "O", "H", "H", "O", "H", "H", "O", "H", "H", "O", "H", "H", "O", "H", "H", "O", "H", "H", "O", "H", "H", "O", "H", "H", "O", "H", "H", "O", "H", "H", "O", "H", "H", "O", "H", "H", "O", "H", "H", "O", "H", "H", "O", "H", "H", "O", "H", "H", "O", "H", "H", "O", "H", "H", "O", "H", "H"], "positions_angstrom": [[6.8686, 1.1911, 0.4154], [5.6123, 0.8097, -0.3521], [5.8324, -0.4334, -0.9888], [5.3530, 1.8658, -1.3896], [4.0936, 1.6189, -2.1141], [3.0120, 2.3504, -1.4142], [1.6848, 1.8174, -1.9596], [0.4978, 2.0165, -1.2349], [0.3658, 1.4685, 0.0372], [0.7482, 2.9763, 1.2602], [-0.5725, 3.3966, 2.5180], [1.0437, 4.5569, 0.2865], [2.3461, 2.6895, 2.2510], [-1.0982, 1.0062, 0.1118], [-1.4216, 0.4289, 1.2474], [-2.4501, 0.8418, 1.9257], [-3.4518, 2.0384, 1.2811], [-2.8895, 0.4072, 3.2441], [-4.3255, -0.0131, 3.2961], [-4.6996, -1.0144, 3.8909], [-0.6154, -0.5863, 1.7073], [-1.1195, -2.2245, 2.1304], [-0.4214, -3.3192, 1.1489], [-3.0527, -2.4097, 1.3595], [0.8363, -0.2293, 1.7255], [2.0438, -1.4597, 2.4166], [3.5938, -1.8263, 1.2732], [1.1859, 0.2501, 0.3202], [1.1494, -0.8883, -0.7326], [0.2084, -0.7897, -1.9341], [1.0212, -1.1428, -3.1983], [-1.4611, -2.1765, -1.9453], [7.0853, 0.4405, 1.1540], [7.6813, 1.2282, -0.2869], [6.7180, 2.1664, 0.8385], [4.7825, 0.6959, 0.3377], [6.5453, -0.8589, -0.5426], [5.3675, 2.8365, -0.9239], [6.1369, 1.7468, -2.1152], [3.9455, 0.6309, -1.9885], [3.1620, 2.1918, -0.3538], [3.1520, 3.3837, -1.6560], [1.8926, 0.8106, -2.2680], [1.5493, 2.3219, -2.8954], [-1.4126, 3.8369, 2.0115], [-0.8608, 2.6343, 3.2213], [-0.1743, 4.2022, 3.1173], [2.0723, 4.6765, 0.0056], [0.8139, 5.3680, 0.9489], [0.3549, 4.6399, -0.5301], [2.8439, 3.6356, 2.3413], [2.1380, 2.3538, 3.2557], [3.0277, 1.9757, 1.8174], [-1.6519, 1.8295, -0.1008], [-2.2218, -0.2729, 3.7322], [-2.8752, 1.3054, 3.8454], [-5.0855, 0.5453, 2.7906], [-3.9106, -1.5011, 4.3075], [0.5372, -3.2557, 1.0910], [0.9108, 0.5791, 2.4390], [2.6086, -0.9462, 3.5958], [1.4283, -2.6410, 2.8806], [2.2081, 0.5654, 0.3997], [2.1387, -0.9735, -1.1253], [0.9961, -1.8249, -0.2310], [-0.2422, 0.1542, -2.1387], [0.4075, -1.6518, -3.9079], [1.3360, -0.2506, -3.7024], [1.8393, -1.8030, -2.9898], [-6.5095, -3.4507, 3.8956], [-5.9803, -2.6742, 4.0666], [-7.2403, -3.1291, 3.3599], [-6.6101, -7.3846, 2.2668], [-6.5169, -6.7479, 1.5433], [-6.1240, -6.9908, 2.9962], [3.0063, 3.4109, -4.7432], [3.4701, 3.0896, -3.9592], [3.2983, 4.3334, -4.8378], [0.2917, 4.6010, 5.2272], [0.2176, 5.5524, 5.1019], [-0.4135, 4.3931, 5.8465], [3.1431, -1.5325, 5.7242], [3.8896, -1.6913, 6.3179], [2.3936, -1.9089, 6.1924], [-5.4118, -5.5582, -0.0010], [-5.3202, -4.9294, -0.7232], [-4.9218, -5.1554, 0.7215], [2.8519, -5.4779, 0.4390], [3.3414, -5.8436, 1.1811], [3.1254, -4.5541, 0.4057], [-1.2734, 6.5779, 0.2980], [-1.8410, 6.1694, -0.3610], [-1.3884, 7.5212, 0.1492], [-9.3130, -7.8600, 0.9948], [-9.9778, -7.7664, 1.6799], [-8.4739, -7.8552, 1.4743], [-7.3383, 1.0189, 3.4206], [-6.9424, 0.3818, 4.0263], [-7.8502, 0.4794, 2.8112], [2.3048, 0.9294, -5.8991], [2.7797, 1.7453, -5.6969], [1.5187, 1.2250, -6.3647], [-8.8697, -8.9869, -2.2900], [-9.5313, -8.8850, -1.5989], [-8.0370, -8.9789, -1.8105], [6.2268, -3.8673, 0.5883], [6.9617, -3.2827, 0.3917], [5.4402, -3.3292, 0.4499], [-6.2220, -2.5758, -0.3131], [-6.9004, -2.4103, 0.3462], [-5.3967, -2.5418, 0.1843], [4.7935, 4.8408, -0.0861], [5.0679, 5.2293, -0.9234], [5.2996, 5.3258, 0.5729], [1.2236, 5.1844, -6.4705], [1.6976, 4.6098, -5.8591], [0.7246, 4.5774, -7.0321], [3.9812, 6.0537, -5.4956], [4.7406, 5.9208, -6.0702], [3.3282, 6.4874, -6.0588], [0.9630, -4.6035, -1.8544], [1.7054, -4.8165, -1.2787], [0.2002, -4.9751, -1.4034], [-0.3596, 7.7167, -7.1216], [0.1169, 7.1304, -6.5221], [-0.8599, 7.1188, -7.6790], [-10.4974, -11.3035, -0.4681], [-11.0053, -10.5585, -0.1384], [-10.0118, -10.9477, -1.2200], [-0.2831, 3.7683, -8.9187], [-0.7447, 4.4527, -9.4103], [-0.2858, 3.0110, -9.5096], [4.9248, -1.0888, 8.2822], [5.0225, -1.4475, 9.1684], [4.6739, -0.1721, 8.4249]], "forces_ev_per_a": [[-0.8, -0.2, -0.4], [1.1, 0.3, 0.6], [-1.0, 0.0, -0.8], [-0.4, -0.9, -0.7], [-0.3, 1.0, 0.4], [0.2, -1.1, -0.4], [1.4, 0.6, -0.5], [-0.3, 0.0, 0.0], [-0.3, 0.1, 0.2], [1.0, 1.0, 0.4], [0.3, -0.1, -0.6], [-0.4, -1.0, 0.5], [-0.8, -0.6, -0.2], [1.0, 1.8, -0.5], [1.0, -1.0, -0.9], [-1.4, -0.3, 0.9], [-0.2, 0.2, -0.2], [-0.7, 1.2, 0.2], [0.9, 1.0, -1.5], [-1.0, -2.4, 1.8], [-0.3, -0.5, 0.3], [-0.4, -1.2, 1.0], [-0.5, 1.0, 0.0], [0.7, 0.4, 0.2], [-1.3, -0.1, -0.3], [2.2, -0.5, 0.0], [-0.5, 0.0, -0.2], [0.8, -0.9, 0.0], [-0.9, 0.6, 0.3], [0.6, -1.3, -1.2], [-0.8, -0.1, 0.0], [-0.2, 0.4, 0.3], [0.2, -0.2, 0.6], [0.5, 0.1, -0.3], [0.2, 0.4, 0.6], [-0.5, 0.1, 0.3], [0.7, -0.6, 0.4], [0.0, 0.4, -0.1], [0.7, 0.3, -0.3], [-0.3, -0.5, -0.4], [-0.4, 0.3, 0.6], [-0.1, 0.8, 0.2], [-0.4, -0.6, 0.4], [-0.5, 0.4, -0.5], [-0.7, 0.0, -0.2], [-0.3, -0.4, 0.2], [0.4, 0.1, 0.1], [0.5, -0.1, -0.5], [-0.2, 0.5, 0.5], [-0.1, 0.2, -0.7], [0.3, 0.5, -0.1], [-0.1, -0.1, 0.5], [0.4, -0.2, -0.2], [-0.2, -0.2, -0.2], [0.4, -0.7, -0.2], [0.3, 0.6, 0.3], [-0.2, 0.8, -0.3], [0.0, -0.4, 0.2], [0.3, -0.4, -0.2], [0.3, 0.4, 0.3], [-0.8, 0.3, 0.2], [-0.4, 0.3, 0.0], [0.6, 0.2, -0.1], [0.7, 0.0, -0.2], [-0.2, -0.5, 0.1], [-0.4, 0.4, 0.5], [-0.4, -0.3, -0.5], [0.5, 0.4, -0.3], [0.5, -0.3, 0.2], [-0.2, -0.5, -0.2], [0.2, 0.5, 0.1], [-0.1, -0.1, 0.1], [0.0, 0.2, -0.2], [0.1, -0.1, -0.1], [-0.1, 0.0, 0.1], [0.0, 0.3, 0.2], [0.1, -0.3, 0.0], [0.3, 0.1, -0.2], [0.0, 0.1, 0.1], [0.1, 0.1, 0.0], [0.0, 0.0, 0.1], [0.0, 0.0, -0.1], [0.1, 0.1, 0.1], [0.0, 0.0, 0.1], [0.2, -0.1, 0.2], [-0.3, 0.0, -0.1], [0.1, 0.0, 0.1], [-0.3, 0.3, 0.0], [0.1, -0.1, 0.0], [0.2, 0.1, 0.1], [-0.1, 0.0, 0.0], [0.0, 0.0, -0.1], [0.0, 0.1, 0.0], [0.0, 0.0, -0.2], [-0.1, 0.0, 0.1], [0.1, -0.1, 0.1], [0.3, -0.1, -0.1], [-0.1, 0.0, 0.1], [-0.2, 0.0, 0.0], [0.0, -0.2, 0.0], [0.0, 0.1, 0.0], [-0.1, 0.0, -0.1], [-0.1, -0.2, 0.0], [0.0, 0.3, 0.1], [0.1, 0.0, 0.0], [-0.1, 0.0, 0.0], [0.1, 0.0, 0.0], [0.1, 0.0, 0.0], [0.3, 0.1, 0.0], [-0.2, -0.1, 0.0], [-0.1, 0.1, -0.1], [0.0, 0.1, 0.0], [0.0, 0.1, -0.1], [0.0, 0.0, 0.1], [0.0, 0.0, 0.1], [-0.2, -0.1, 0.0], [0.0, 0.0, -0.2], [-0.1, 0.0, 0.1], [0.1, 0.0, 0.0], [-0.1, -0.1, 0.0], [0.2, 0.3, 0.1], [0.1, -0.4, -0.1], [-0.1, -0.1, 0.0], [0.0, 0.1, 0.2], [0.1, -0.1, -0.1], [-0.1, 0.0, -0.1], [0.0, 0.0, -0.1], [0.0, 0.0, 0.1], [0.1, -0.1, -0.1], [0.0, 0.1, 0.1], [0.0, 0.1, 0.0], [0.1, -0.1, 0.0], [-0.1, 0.0, -0.1], [0.1, -0.1, 0.0], [0.0, 0.1, 0.0]], "lowdin_charge": [-0.0223, -0.4603, -0.0337, -0.1729, -0.0132, -0.1834, -0.1625, -0.0879, -0.3962, 0.6600, -0.1707, -0.1382, -0.1343, 0.1796, -0.4771, -0.3833, 0.9307, -0.1921, -0.2834, 0.1254, -0.1977, 0.6149, -0.3835, 0.3107, -0.4037, 0.5168, 0.3529, -0.2897, -0.2100, -0.6892, -0.1524, 0.9290, 0.0829, 0.0904, 0.0803, 0.0900, 0.0601, 0.0893, 0.1280, 0.0930, 0.0825, 0.1003, 0.0758, 0.1288, 0.0080, 0.0199, 0.0172, 0.0154, 0.0244, 0.0292, 0.0402, 0.0335, 0.0132, 0.0944, 0.1007, 0.1247, 0.0714, 0.0724, 0.0058, 0.0849, -0.0233, -0.0206, 0.0814, 0.0779, 0.0465, 0.0474, 0.0346, 0.0527, 0.0847, -0.0619, -0.0395, 0.0279, -0.0489, 0.0157, 0.0434, -0.0630, 0.0287, 0.0140, -0.0557, 0.0502, 0.0453, -0.0786, 0.0197, 0.0390, -0.0463, 0.0328, 0.0199, -0.0551, 0.0532, -0.0228, -0.0527, 0.0396, 0.0478, -0.0558, 0.0341, -0.0026, -0.0518, 0.0186, 0.0421, -0.0577, -0.0083, 0.0298, -0.0538, 0.0087, 0.0391, -0.0667, 0.0278, -0.0748, -0.0491, 0.0371, -0.0417, -0.0501, 0.0544, 0.0519, -0.0457, 0.0028, 0.0198, -0.0437, 0.0618, 0.0489, -0.0921, -0.0029, 0.0167, -0.0606, 0.0001, 0.0199, -0.0550, 0.0251, 0.0099, -0.0428, 0.0435, 0.0453, -0.0468, 0.0462, 0.0447]}

***

2.
{"formula": "C6H15NO2P", "method": "ωB97M-V/def2-TZVPD", "relative_energy_kcal_mol": 29.34, "gap_ev": 9.3, "spin_multiplicity": 1, "lumo_ev": -3.2, "max_force_ev_per_a": 4.4, "total_charge": 1, "symbols": ["C", "C", "C", "C", "C", "C", "N", "O", "O", "P", "H", "H", "H", "H", "H", "H", "H", "H", "H", "H", "H", "H", "H", "H", "H"], "positions_angstrom": [[0.8993, 1.2226, 0.9746], [-2.1534, -1.7721, 1.8284], [-3.0668, -0.6716, -0.1793], [2.5301, 0.9217, -2.2892], [2.2797, 1.0768, 0.5558], [-0.6600, -1.1935, 0.1659], [-1.8850, -1.3641, 0.5054], [-0.0653, 0.4608, 0.9713], [4.3291, 2.2621, -1.0350], [2.6507, 2.2865, -1.0258], [0.7571, 2.1890, 1.4874], [-2.1460, -0.8511, 2.4425], [-3.1385, -2.2747, 1.7667], [-1.4205, -2.4690, 2.0950], [-2.7708, -0.2558, -1.0383], [-3.6865, -1.4223, -0.6210], [-3.6832, 0.0558, 0.5598], [1.4861, 0.5689, -2.3504], [3.1107, 1.1791, -3.0805], [3.1377, 0.1756, -1.8056], [2.5648, 0.0858, 0.1895], [2.8233, 1.4404, 1.4713], [0.1294, -1.9832, 0.4378], [-0.4698, -0.9133, -0.8209], [4.6900, 3.1635, -0.6715]], "forces_ev_per_a": [[0.0, 0.5, 0.9], [-2.2, 0.2, 0.4], [-0.8, -0.6, 4.3], [-1.4, -0.3, 4.0], [0.4, 0.1, -0.7], [1.6, -2.9, -1.0], [-1.4, 1.9, -1.2], [0.1, 0.2, -0.2], [-0.1, 2.5, 1.3], [0.8, -0.6, 0.3], [-0.4, 0.0, -0.2], [-0.2, -0.8, 0.2], [0.5, 0.4, 0.8], [1.0, -0.9, 0.9], [1.7, 2.6, -2.8], [-0.8, -0.9, 0.7], [1.7, -1.8, -1.8], [0.6, 0.3, -0.7], [0.8, 1.0, -3.0], [0.1, -0.8, 0.1], [0.0, 0.1, 0.5], [0.1, -0.3, -1.1], [-1.2, 1.7, 0.7], [0.1, 1.1, -1.4], [-0.9, -2.5, -1.0]], "lowdin_charge": [-0.2668, -0.0366, 0.0359, -0.2465, -0.2485, 0.0108, -0.2222, 0.0189, -0.3712, 0.9011, 0.1393, 0.1230, 0.1202, 0.0837, 0.0368, 0.0891, 0.1681, 0.0527, 0.0038, 0.0253, 0.0762, 0.1209, 0.1741, 0.1007, 0.1112]}

***

3.
{"formula": "C4H9N", "method": "ωB97M-V/def2-TZVPD", "relative_energy_kcal_mol": 55.07, "gap_ev": [4.8, 6.7], "spin_multiplicity": 2, "lumo_ev": [4.4, 4.4], "max_force_ev_per_a": 5.5, "total_charge": -1, "s2": 0.7558, "symbols": ["C", "C", "C", "C", "N", "H", "H", "H", "H", "H", "H", "H", "H", "H"], "positions_angstrom": [[0.8936, 0.5699, -0.6940], [-0.4185, 0.0994, -0.7142], [-1.0492, -1.1284, -0.7023], [1.6665, -0.1196, 2.1373], [-1.5774, 0.7361, -0.6349], [1.8129, 0.0093, -0.8840], [1.8363, 0.3235, 3.1426], [0.9528, 1.6807, -0.6557], [-1.2075, -1.7627, -1.5843], [-1.4662, -1.5246, 0.2290], [2.4606, 0.1529, 1.4732], [0.7416, 0.1744, 1.7044], [1.6660, -1.2317, 2.2513], [-2.3090, 0.4975, -1.3933]], "forces_ev_per_a": [[-1.8, 0.9, -0.7], [3.1, 1.2, -1.1], [-0.2, -5.5, 0.1], [0.5, -1.2, 1.7], [-3.2, 3.7, -0.7], [-0.6, -0.1, 0.4], [-0.1, -0.2, -0.5], [0.2, -0.8, -0.1], [0.2, 0.2, 0.1], [0.2, 0.2, -0.4], [0.4, 0.2, -0.3], [-0.6, 0.3, -0.2], [0.0, 0.8, -0.1], [2.0, 0.2, 1.8]], "mulliken_spin": [-0.0093, 0.0524, 0.6699, -0.0095, 0.4696, -0.0308, -0.0019, -0.0037, -0.0665, 0.0042, 0.0060, -0.0007, 0.0043, -0.0840]}

***

4.
{"formula": "C4H12S", "method": "ωB97M-V/def2-TZVPD", "relative_energy_kcal_mol": 37.96, "gap_ev": 9.9, "smiles": "CCS.CC", "spin_multiplicity": 1, "lumo_ev": 0.8, "max_force_ev_per_a": 5.8, "total_charge": 0, "symbols": ["C", "C", "S", "H", "H", "H", "H", "H", "H", "C", "C", "H", "H", "H", "H", "H", "H"], "positions_angstrom": [[1.4876, 2.5879, -0.8203], [0.6519, 1.3912, -0.7660], [1.4236, -0.1859, -0.5458], [2.5260, 2.2816, -0.9413], [1.3402, 3.1495, 0.0608], [1.1479, 3.2900, -1.6862], [-0.3281, 1.5434, -0.1228], [0.1530, 1.1953, -1.8356], [1.7865, -0.4695, -1.8433], [-2.4146, -1.1789, 0.9343], [-2.2363, -2.3354, 1.8584], [-1.4992, -0.6751, 0.6626], [-3.1926, -0.4804, 1.0240], [-2.6987, -1.7073, -0.0582], [-1.4635, -2.1239, 2.6251], [-3.2153, -2.5824, 2.4703], [-2.2654, -3.2360, 1.1396]], "forces_ev_per_a": [[0.3, 1.8, -2.0], [-5.0, -1.1, -2.8], [0.7, -1.2, 0.3], [0.1, 0.5, -0.1], [0.3, 0.8, 1.1], [0.8, -1.2, 1.4], [2.2, -0.7, -0.9], [0.8, 0.8, 2.2], [-0.3, 0.4, 0.8], [0.0, -1.5, -3.7], [-2.7, -1.7, 1.2], [0.4, 0.2, 0.2], [-1.0, 1.0, 1.0], [0.3, 1.2, 1.1], [-0.1, -1.0, -0.8], [1.7, 0.8, -1.0], [1.4, 0.9, 1.9]], "lowdin_charge": [-0.2132, -0.7352, 0.6630, 0.0597, 0.0466, 0.1103, 0.1054, 0.0942, -0.1183, -0.2091, -0.1987, 0.0231, 0.0382, 0.0908, 0.0660, 0.0921, 0.0851]}

***

5.
{"formula": "C4H9NO", "method": "ωB97M-V/def2-TZVPD", "relative_energy_kcal_mol": 39.40, "gap_ev": 10.5, "smiles": "CC(C)NC=O", "spin_multiplicity": 1, "lumo_ev": 0.9, "max_force_ev_per_a": 6.0, "total_charge": 0, "symbols": ["C", "C", "C", "N", "C", "O", "H", "H", "H", "H", "H", "H", "H", "H", "H"], "positions_angstrom": [[-0.9346, 0.6667, 1.2480], [-0.5679, -0.5940, 0.4388], [-0.0380, -1.6015, 1.5902], [0.5348, -0.3818, -0.5044], [0.8590, 0.5460, -1.5305], [0.2152, 1.5965, -1.7172], [0.0023, 1.1105, 1.5626], [-1.5112, 0.4789, 2.0548], [-1.4323, 1.5373, 0.5781], [-1.4781, -0.9163, -0.1473], [-0.4721, -1.4548, 2.5812], [-0.1811, -2.6299, 1.1682], [0.9477, -1.4218, 1.8068], [0.9528, -1.2603, -0.7646], [1.7956, 0.3541, -2.0503]], "forces_ev_per_a": [[1.2, 3.0, -5.1], [-0.7, 0.7, 1.5], [-2.8, -0.8, -2.6], [1.5, 0.0, -1.8], [-3.4, 2.4, 2.2], [1.6, -2.3, 0.1], [0.2, 0.1, 0.3], [-2.0, -0.8, 2.4], [1.0, -2.1, 1.4], [0.9, -0.2, 0.9], [-0.9, -0.2, -0.5], [0.3, 0.6, 0.9], [2.7, 0.4, -0.2], [0.3, -0.3, 0.3], [0.1, -0.5, -0.1]], "lowdin_charge": [-0.0862, -0.3700, -0.0444, 0.0150, -0.2802, -0.0210, 0.0773, 0.0181, 0.1271, 0.1467, 0.0719, 0.0852, 0.0337, 0.1077, 0.1193]}

***

6.
{"formula": "C3H6N2S2", "method": "ωB97M-V/def2-TZVPD", "relative_energy_kcal_mol": 155.76, "gap_ev": 8.5, "spin_multiplicity": 1, "lumo_ev": -0.4, "max_force_ev_per_a": 5.3, "total_charge": 0, "symbols": ["C", "C", "C", "H", "H", "H", "H", "H", "H", "N", "N", "S", "S"], "positions_angstrom": [[-0.5438, 0.2625, 0.8982], [0.6417, 1.0656, 0.1361], [0.4629, 0.0572, -0.9961], [-0.8389, -2.3594, -1.7139], [-2.3176, -0.9640, -0.8096], [-1.6415, 0.7020, 0.6699], [-0.5389, -0.1488, 2.0961], [0.4473, 2.1405, -0.3058], [2.4962, 1.1584, 2.3147], [-1.1987, -1.7951, -0.5128], [-0.1575, -0.9027, -0.1931], [2.4038, 0.8411, 0.9306], [0.7849, -0.0574, -2.5144]], "forces_ev_per_a": [[-0.4, -1.7, 0.2], [-0.3, 1.1, 0.8], [-0.1, -1.1, 2.8], [-1.4, 2.6, 4.4], [3.8, -2.8, 0.4], [2.5, -1.0, 0.3], [0.4, 1.4, -3.6], [0.4, -2.0, 1.5], [-1.2, -0.1, -1.7], [-1.5, 0.7, -4.8], [-2.3, 2.4, 2.2], [-0.4, 0.2, -0.1], [0.5, 0.2, -2.5]], "lowdin_charge": [-0.1104, -0.5502, -1.0249, 0.1947, 0.1891, 0.1184, 0.1605, 0.1317, -0.1264, -0.0665, -0.2943, 0.6362, 0.7421]}

***

| no. | E (eV) |
| --- | --- |
| 1 | -148010.07037 |
| 2 | -21330.18346 |
| 3 | -5779.79972 |
| 4 | -15176.05972 |
| 5 | -7830.61121 |
| 6 | -27852.34237 |